No. 1
{"formula": "C2H14O6", "method": "the ωB97M-V functional and the def2-TZVPD basis", "relative_energy_kcal_mol": 29.9, "orbital_gap_ev": 11.093, "homo_energy_ev": -10.5, "smiles": "C=CO.O.O.O.O.O", "symbols": ["C", "C", "O", "H", "H", "H", "H", "O", "H", "H", "O", "H", "H", "O", "H", "H", "O", "H", "H", "O", "H", "H"], "xyz": [[-3.372854, 1.808621, -0.215393], [-2.139447, 1.652336, -0.535664], [-1.162723, 1.084977, 0.355928], [-4.174068, 2.102365, -0.903766], [-3.820956, 1.497418, 0.757365], [-1.732745, 2.115530, -1.482927], [-1.045423, 0.169304, -0.088507], [0.318141, -1.943771, -0.394857], [1.011522, -1.795417, -1.068107], [0.718277, -1.712353, 0.503510], [2.136411, -1.837797, -2.841562], [1.427312, -1.529756, -3.361108], [2.406671, -0.942587, -2.471663], [2.251581, 0.063411, -0.290023], [3.206992, 0.076465, -0.069322], [1.956285, 0.861887, 0.234239], [1.045101, 2.215037, 1.304078], [0.061704, 2.013592, 0.930618], [0.831859, 2.178782, 2.180541], [0.340638, -2.516587, 2.623107], [0.231462, -3.050941, 1.779187], [-0.495740, -2.510510, 3.054327]], "forces_ev_per_angstrom": [[-3.67, -0.58, 1.46], [3.02, 0.84, -0.82], [-1.55, -1.60, -2.49], [0.84, 0.41, -0.02], [0.84, 0.06, -0.69], [-0.25, -1.01, 1.02], [0.51, 1.66, 1.38], [0.33, 0.31, 1.58], [-0.17, -0.13, 0.61], [-0.47, -0.10, -2.09], [1.54, 1.72, 1.72], [-1.64, 0.04, -1.40], [0.05, -1.59, -0.19], [1.02, 1.27, 0.86], [-0.69, -0.28, -0.32], [-0.17, -0.80, -0.50], [-2.32, -0.30, -4.54], [3.08, 0.30, 0.50], [-0.25, -0.10, 4.00], [1.09, -0.86, -2.11], [-0.05, 0.82, 1.66], [-1.08, -0.08, 0.36]]}



No. 2
{"formula": "C27H27IrN3O3", "method": "the ωB97M-V functional and the def2-TZVPD basis", "charge": 3, "relative_energy_kcal_mol": 0.0, "orbital_gap_ev": 7.035, "homo_energy_ev": -17.7, "symbols": ["Ir", "C", "O", "C", "N", "C", "C", "C", "C", "C", "C", "C", "C", "C", "C", "C", "C", "N", "C", "N", "C", "C", "O", "C", "C", "C", "C", "C", "C", "H", "H", "H", "H", "H", "H", "H", "H", "H", "H", "H", "H", "H", "H", "H", "H", "H", "H", "H", "C", "C", "C", "O", "C", "H", "H", "H", "H", "H", "H", "H", "H"], "xyz": [[-0.347333, -0.331211, 0.239711], [-4.523707, -0.661983, 0.973184], [-3.841130, -0.344843, 2.266883], [-2.574575, -0.200084, 1.976473], [-2.282965, -0.129193, 0.728147], [-3.421237, -0.382297, -0.095225], [-2.891353, -1.532531, -0.957345], [-3.549605, -1.981478, -2.099964], [-3.012778, -3.001017, -2.871757], [-1.808266, -3.602623, -2.524496], [-1.125363, -3.195417, -1.369994], [-1.673610, -2.193653, -0.594557], [-1.431115, -0.288747, 2.920958], [-1.372748, -0.302824, 4.307141], [-0.126117, -0.485103, 4.899921], [1.036539, -0.666865, 4.151671], [0.928153, -0.661306, 2.769090], [-0.289611, -0.471746, 2.224411], [1.961886, -0.872619, 1.718334], [1.579428, -0.920722, 0.495966], [2.698132, -1.165896, -0.391918], [3.888556, -1.016173, 0.595626], [3.242949, -0.984605, 1.934729], [2.564721, -0.239319, -1.582977], [1.306963, 0.036343, -2.156362], [1.203424, 0.856728, -3.265584], [2.348148, 1.397257, -3.848442], [3.588076, 1.110002, -3.310807], [3.692872, 0.290235, -2.187671], [-5.414245, -0.048626, 0.895772], [-4.776449, -1.717353, 1.051752], [-3.648295, 0.498715, -0.696596], [-4.476678, -1.511990, -2.402503], [-3.539964, -3.322406, -3.760381], [-1.404112, -4.402264, -3.131152], [-0.218018, -3.697472, -1.061856], [-1.194967, -2.108422, 0.453737], [-2.267360, -0.182668, 4.903593], [-0.056969, -0.497211, 5.980301], [1.991921, -0.818760, 4.636087], [2.648413, -2.204053, -0.739687], [4.442560, -0.083471, 0.508666], [4.560559, -1.867188, 0.600397], [0.330061, -0.391592, -1.839592], [0.233153, 1.052327, -3.702997], [2.263296, 2.023126, -4.726101], [4.483388, 1.513104, -3.764648], [4.677648, 0.068509, -1.795486], [1.207169, 3.692134, 0.664890], [-0.093536, 3.880512, -0.119725], [-0.863658, 2.599167, 0.138817], [0.173022, 1.603427, 0.555789], [1.518245, 2.234841, 0.446916], [1.080327, 3.912662, 1.724072], [2.007702, 4.322879, 0.280207], [0.101993, 4.007009, -1.183603], [-0.654007, 4.746921, 0.226126], [-1.349332, 2.186449, -0.744950], [-1.548664, 2.660345, 0.981405], [1.898422, 2.020546, -0.551183], [2.120065, 1.772499, 1.226802]], "forces_ev_per_angstrom": [[0.30, -1.10, 0.80], [0.31, -0.30, 0.03], [0.40, -0.12, 0.00], [-0.51, -0.05, 0.16], [0.29, 1.91, 0.58], [-0.19, -0.69, -0.37], [-0.44, -0.72, -0.25], [0.18, 0.60, 0.64], [0.35, -0.28, -0.07], [0.22, 0.03, 0.38], [-0.31, -0.54, -0.85], [0.14, 1.09, 0.43], [0.43, -0.09, 0.20], [-0.10, 0.01, -0.31], [0.06, -0.02, 0.22], [0.00, -0.02, -0.22], [-0.27, 0.04, 0.30], [-0.21, 0.04, -0.97], [0.41, -0.01, 0.25], [-0.62, 0.11, -0.06], [0.27, -0.02, -0.23], [0.01, 0.04, -0.08], [-0.30, -0.04, 0.17], [0.03, -0.21, -0.11], [0.26, 0.29, 0.09], [-0.02, 0.14, -0.13], [-0.14, -0.04, 0.02], [0.04, -0.04, 0.07], [-0.06, 0.11, -0.04], [0.07, 0.09, 0.05], [-0.14, 0.03, -0.10], [-0.11, -0.08, -0.15], [-0.04, 0.01, 0.00], [0.02, -0.04, 0.00], [-0.01, 0.03, 0.00], [0.04, 0.03, -0.05], [-0.36, -0.18, -0.42], [-0.02, 0.02, -0.02], [-0.01, 0.01, 0.01], [0.04, 0.00, -0.04], [-0.06, 0.05, 0.01], [-0.01, -0.01, -0.05], [0.04, 0.03, -0.02], [0.03, -0.44, 0.12], [-0.01, 0.03, 0.00], [-0.01, 0.00, 0.00], [0.01, -0.01, 0.01], [0.01, -0.02, 0.01], [0.11, 0.05, -0.11], [-0.10, 0.06, 0.09], [0.13, -0.06, -0.01], [-0.07, 0.25, -0.01], [-0.08, -0.16, 0.08], [-0.04, -0.01, 0.01], [-0.01, -0.01, 0.02], [0.04, -0.03, 0.00], [-0.01, -0.01, -0.04], [-0.09, 0.13, 0.03], [-0.07, 0.05, -0.07], [0.08, 0.03, 0.09], [0.11, 0.09, -0.09]]}



No. 3
{"formula": "C14H13N2O7Rh", "method": "the ωB97M-V functional and the def2-TZVPD basis", "relative_energy_kcal_mol": 74.1, "orbital_gap_ev": [6.688, 6.419], "homo_energy_ev": [-8.5, -8.5], "symbols": ["Rh", "O", "C", "C", "N", "C", "C", "O", "O", "C", "C", "O", "O", "H", "H", "H", "H", "H", "H", "H", "H", "H", "O", "C", "N", "C", "O", "C", "C", "C", "C", "C", "C", "H", "H", "H", "H"], "xyz": [[-0.594526, -0.337231, -0.172998], [0.096811, -1.116699, 2.000255], [-0.368580, -2.400964, 2.488507], [0.068392, -3.552115, 1.588376], [-0.504444, -3.623053, 0.259534], [0.400072, -3.713175, -0.858496], [1.356563, -2.538733, -0.985636], [2.538204, -2.702998, -1.162006], [0.875768, -1.309225, -0.999886], [-1.917616, -3.541587, -0.005942], [-2.166000, -2.078686, -0.283674], [-2.343331, -1.298237, 0.702503], [-1.867266, -1.569171, -1.417435], [-0.346659, -0.441074, 2.527375], [0.071772, -2.557328, 3.475768], [-1.453021, -2.361467, 2.584817], [1.151024, -3.477524, 1.463443], [-0.109448, -4.473869, 2.160379], [1.005930, -4.621976, -0.810787], [-0.190975, -3.752555, -1.773831], [-2.185535, -4.159721, -0.863369], [-2.499273, -3.859957, 0.859953], [2.254700, 1.514116, -2.062901], [1.407436, 1.974881, -1.360344], [0.434062, 1.290132, -0.606599], [-0.385112, 2.151847, 0.026024], [-1.333375, 1.668972, 0.679563], [0.016490, 3.545464, -0.260144], [-0.497649, 4.766365, 0.121250], [0.149781, 5.901670, -0.360600], [1.262108, 5.796816, -1.189790], [1.766834, 4.555380, -1.573895], [1.123781, 3.437904, -1.091859], [-1.365309, 4.837267, 0.763016], [-0.216848, 6.882347, -0.087766], [1.741017, 6.699660, -1.545697], [2.624219, 4.464525, -2.227108]], "forces_ev_per_angstrom": [[-0.73, -0.56, 0.45], [0.19, 0.06, -0.01], [-0.05, 0.03, -0.11], [-0.02, 0.23, -0.01], [0.09, 0.05, 0.11], [-0.05, -0.10, 0.08], [-0.10, 0.38, -0.10], [0.13, -0.36, -0.04], [0.16, 0.04, 0.16], [-0.19, -0.13, 0.05], [0.08, 0.22, -0.13], [0.36, -0.05, -0.11], [-0.01, 0.14, -0.11], [0.06, 0.01, 0.09], [0.03, -0.04, -0.01], [0.00, -0.08, 0.00], [0.01, -0.04, -0.01], [-0.10, 0.00, 0.01], [0.07, 0.02, 0.00], [0.05, 0.04, -0.05], [0.00, -0.01, 0.00], [-0.01, 0.01, 0.02], [-0.03, 0.04, 0.00], [-0.08, 0.02, 0.04], [0.17, 0.11, -0.11], [-0.13, -0.03, -0.18], [0.00, -0.04, -0.10], [0.07, -0.02, 0.08], [0.03, 0.00, 0.01], [0.00, 0.00, 0.01], [0.00, 0.01, 0.00], [-0.02, -0.01, 0.02], [0.02, 0.04, -0.06], [0.00, 0.00, 0.00], [0.00, 0.00, 0.00], [0.00, 0.00, 0.00], [0.00, 0.00, 0.00]]}



No. 4
{"formula": "C21H25N2O2", "method": "the ωB97M-V functional and the def2-TZVPD basis", "charge": 1, "relative_energy_kcal_mol": 40.3, "orbital_gap_ev": 7.871, "homo_energy_ev": -10.5, "smiles": "COc1ccc(/C=C/[C@H](c2ccc(OC)cc2)N2CC[NH+]=C2C)cc1", "symbols": ["C", "O", "C", "C", "C", "C", "C", "C", "C", "C", "C", "C", "C", "O", "C", "C", "C", "N", "C", "C", "N", "C", "C", "C", "C", "H", "H", "H", "H", "H", "H", "H", "H", "H", "H", "H", "H", "H", "H", "H", "H", "H", "H", "H", "H", "H", "H", "H", "H", "H"], "xyz": [[-6.568643, -2.592934, 0.441614], [-6.550408, -1.145604, 0.318469], [-5.408797, -0.477705, 0.660542], [-5.455108, 0.943927, 0.629137], [-4.407222, 1.676934, 1.149183], [-3.248138, 1.062045, 1.740698], [-2.141407, 1.858403, 2.304564], [-0.901792, 1.417585, 2.694215], [0.142535, 2.283734, 3.407907], [1.437910, 1.392372, 3.687657], [2.669231, 2.041441, 3.821363], [3.849138, 1.370348, 4.097800], [3.860903, -0.039516, 4.037357], [5.063253, -0.649044, 4.365306], [5.156650, -2.091159, 4.440961], [2.639254, -0.741410, 3.828488], [1.439982, -0.008780, 3.797420], [-0.194500, 2.803510, 4.958335], [-1.509629, 2.503146, 5.436752], [-1.708232, 3.274561, 6.738710], [-0.549043, 4.140510, 6.697522], [0.276114, 3.824819, 5.674920], [1.507609, 4.629653, 5.355269], [-3.228883, -0.356362, 1.734909], [-4.244466, -1.115599, 1.160386], [-7.556527, -2.908562, 0.101917], [-5.794550, -3.042358, -0.188823], [-6.416542, -2.896193, 1.482964], [-6.351903, 1.409479, 0.198632], [-4.479712, 2.766635, 1.128459], [-2.341370, 2.933618, 2.356963], [-0.619146, 0.376582, 2.411300], [0.424407, 3.222752, 2.792864], [2.761424, 3.121513, 3.658678], [4.778156, 1.893984, 4.315867], [6.185881, -2.290403, 4.734775], [4.475220, -2.495856, 5.189070], [4.953058, -2.534505, 3.466613], [2.655452, -1.840103, 3.721548], [0.506004, -0.587053, 3.777033], [-2.238687, 2.799937, 4.699693], [-1.602086, 1.429489, 5.550207], [-2.645780, 3.832956, 6.729712], [-1.671365, 2.637858, 7.632267], [-0.277420, 4.740343, 7.480227], [1.961211, 5.101833, 6.238613], [2.244684, 3.962304, 4.924767], [1.269003, 5.392285, 4.602048], [-2.391701, -0.856533, 2.221893], [-4.179677, -2.216851, 1.133851]], "forces_ev_per_angstrom": [[0.15, 0.64, -0.10], [0.75, -0.17, -0.04], [0.19, 0.00, 0.63], [-0.23, -0.91, -0.12], [0.93, -0.07, 0.48], [-0.81, -0.60, -0.63], [0.97, -0.17, 0.03], [-1.41, 0.49, -0.04], [2.31, -0.60, 0.64], [-0.47, 0.72, -0.46], [0.38, 0.23, -0.37], [0.00, -0.94, -0.33], [-0.02, -0.74, 1.02], [-0.96, 0.24, -0.53], [-0.15, 0.79, -0.19], [0.75, 0.54, 0.40], [-0.02, -0.24, -0.67], [0.17, 1.03, -1.48], [-1.21, -1.13, 0.23], [-0.06, -0.43, 0.32], [1.13, 0.50, -0.24], [-0.16, 0.24, -0.35], [-0.13, -0.30, 0.30], [0.12, 0.76, -0.12], [-0.63, -0.13, -0.10], [0.21, 0.14, 0.06], [-0.15, 0.05, 0.04], [-0.04, 0.11, -0.12], [0.50, -0.12, 0.31], [0.09, -0.26, -0.01], [-0.07, -0.19, 0.28], [-0.14, 1.07, 0.69], [-0.52, -1.40, 1.29], [-0.14, -0.67, -0.14], [-0.20, -0.10, -0.21], [-0.13, 0.02, -0.07], [-0.07, 0.06, 0.04], [0.02, -0.07, -0.02], [-0.21, 0.78, 0.32], [0.46, 0.35, -0.11], [-0.28, 0.11, -0.26], [-0.19, -0.21, 0.12], [0.16, 0.02, 0.13], [-0.08, 0.09, -0.25], [-0.03, -0.34, -0.68], [-0.44, -0.09, -0.23], [-0.11, 0.25, 0.29], [-0.07, -0.12, 0.25], [-0.20, -0.05, -0.24], [0.03, 0.80, 0.20]]}



What is the formula in the second record?
C27H27IrN3O3



Number 3 is which compound?
C14H13N2O7Rh